Record 1
The following is a DFT calculation (the ωB97M-V functional and the def2-TZVPD basis) of 2 unconnected molecules or ions with the total composition CBrN3O at a distorted geometry.

As for the HOMO-LUMO gap: 11.22 eV. The HOMO energy comes out at -10.86 eV. The structure (SMILES) is N#[N+][O-].N#CBr.

```
! RIJCOSX wB97M-V def2-TZVPD def2/J DEFGRID3
* xyz 0 1
N 2.34 -0.15 0.41
N 1.49 0.45 0.04
O 0.51 0.95 -0.24
N -1.13 -0.64 -0.18
C -2.23 -0.34 -0.15
Br -3.90 0.09 0.06
*
```

Atom charges from the Mulliken analysis, given in e for atoms 1 to 4:
1. N -0.35
2. N 0.86
3. O -0.51
4. N -0.28

=====

Record 2
The following is a DFT calculation (the ωB97M-V functional and the def2-TZVPD basis) of 2 unconnected molecules or ions with the total composition CBrN3S at a distorted geometry.

As for the HOMO-LUMO gap: 10.22 eV. The HOMO energy comes out at -10.08 eV. The structure (SMILES) is N#[N+][S-].N#CBr.

```
! RIJCOSX wB97M-V def2-TZVPD def2/J DEFGRID3
* xyz 0 1
N 0.19 -0.66 1.85
N 0.22 0.46 1.67
S 0.32 1.93 1.62
N 1.10 -0.60 -1.82
C -0.02 -0.61 -1.74
Br -1.81 -0.52 -1.58
*
```

Atom charges from the Mulliken analysis, given in e for atoms 1 to 4:
1. N -0.20
2. N 0.29
3. S -0.09
4. N -0.31

=====

Record 3
The following is a DFT calculation (the ωB97M-V functional and the def2-TZVPD basis) of 2 unconnected molecules or ions with the total composition CBrN5O2 at a distorted geometry.

As for the HOMO-LUMO gap: 10.81 eV. The HOMO energy comes out at -11.42 eV.

```
! RIJCOSX wB97M-V def2-TZVPD def2/J DEFGRID3
* xyz 0 1
C -1.16 0.76 -2.52
N -1.84 1.67 -2.60
N -0.52 1.85 0.81
N -0.21 0.78 0.96
N -0.08 -0.40 1.03
N 1.03 -1.14 1.46
O 0.87 -2.32 1.43
O 1.99 -0.52 1.81
Br -0.08 -0.67 -2.39
*
```

Atom charges from the Mulliken analysis, given in e for atoms 1 to 4:
1. C 0.24
2. N -0.33
3. N -0.46
4. N 0.92

=====

Record 4
The following is a DFT calculation (the ωB97M-V functional and the def2-TZVPD basis) of 2 unconnected molecules or ions with the total composition CBrNO4 at a distorted geometry.

As for the HOMO-LUMO gap (spin up / spin down): 8.33 / 8.79 eV. The HOMO energy (spin up / spin down) comes out at -10.60 / -10.70 eV. The structure (SMILES) is O=NOBr.O=C=O.

```
! RIJCOSX wB97M-V def2-TZVPD def2/J DEFGRID3
* xyz 0 1
O -0.11 2.43 0.92
N -0.58 2.14 -0.12
O -1.17 1.27 -0.64
Br -1.92 -0.71 -0.03
O 0.84 -2.74 0.31
C 1.25 -1.76 -0.06
O 1.70 -0.64 -0.39
*
```

Atom charges from the Mulliken analysis, given in e for atoms 1 to 4:
1. O -0.39
2. N 0.84
3. O -0.34
4. Br -0.12